Run P
Below is C7H17NO2 as an isolated structure, with properties calculated with the ωB97M-V functional and the def2-TZVPD basis.

Last column: Mulliken charge in e.
Cartesian coordinates (Å):
C -2.1483 0.0292 -0.5937  0.65
C -0.4201 -1.2771 1.3956  -1.24
C -1.8257 -0.8358 -1.6557  -0.99
C -1.5010 1.3498 -0.4012  -0.84
O -3.0773 -0.3831 0.2749  -0.44
H -3.0520 0.1531 1.0820  0.44
H -1.6262 -0.3301 -2.5956  0.38
H -0.5052 1.3661 -0.8588  0.06
H -1.0559 -2.0898 1.0518  0.30
H 0.1759 -1.5859 2.2473  0.51
H -0.9895 -0.4052 1.7186  0.17
H -0.5602 -1.2276 -1.3804  0.29
H -2.5076 -1.6681 -1.7817  0.36
H -2.0942 2.1479 -0.8551  0.42
H -1.3250 1.5739 0.6524  0.34
C 2.2098 0.7614 -0.9983  -1.19
C 1.9458 0.8214 1.4012  -1.21
N 1.3941 0.3575 0.1413  0.48
C 1.0231 -1.0396 0.1339  -0.17
O 0.7101 -1.5432 -1.0202  -0.78
H 1.7230 -1.6518 0.7203  0.39
H 3.2493 0.4060 -0.9176  0.38
H 2.0416 1.9077 1.3761  0.32
H 2.2146 1.8526 -1.0669  0.35
H 1.7743 0.3559 -1.9089  0.35
H 2.9389 0.3966 1.6115  0.35
H 1.2878 0.5582 2.2272  0.33

Computed properties:
net charge = 0
Kohn-Sham gap = 7.83 eV
LUMO level = 0.31 eV



Run Q
Below is C7H17NO2 in the gas phase, with properties calculated with the ωB97M-V functional and the def2-TZVPD basis.

Last column: Mulliken charge in e.
Cartesian coordinates (Å):
C -2.0813 0.6512 -2.2417  -1.21
C -2.3184 -0.3605 -1.1279  -0.45
C -1.4180 -0.0816 0.0646  -0.01
N -1.1803 -1.3115 0.8265  -0.45
C -0.3146 -1.0815 1.9883  -0.54
O 0.8949 -0.4480 1.6813  -0.31
C 1.7133 -1.1692 0.7710  -0.54
C 2.4517 -0.2021 -0.1677  -0.46
O 2.8404 0.9786 0.4782  -0.40
C 2.0328 2.1115 0.2421  -0.58
H -1.0241 0.7138 -2.4636  0.30
H -2.4131 1.6359 -1.9247  0.31
H -2.6170 0.3937 -3.1438  0.38
H -2.0815 -1.3486 -1.5045  0.32
H -3.3620 -0.3693 -0.8321  0.32
H -0.4927 0.3065 -0.3206  -0.07
H -1.8611 0.6945 0.6983  0.29
H -2.0838 -1.5658 1.2144  0.28
H -0.1303 -2.0290 2.4927  0.33
H -0.8158 -0.4326 2.7113  0.35
H 1.1389 -1.8928 0.2021  0.38
H 2.4748 -1.7210 1.3197  0.42
H 1.8481 -0.0251 -1.0575  0.27
H 3.3560 -0.7094 -0.4933  0.35
H 1.2231 2.1541 0.9686  0.22
H 1.5916 2.1043 -0.7518  0.27
H 2.6283 3.0040 0.3701  0.26

Computed properties:
net charge = 0
Kohn-Sham gap = 10.24 eV
SMILES = CCCNCOCCOC
LUMO level = 1.04 eV



Calculated relative energies: run P 219.6; run Q 0.0, given in kJ/mol



Run P
Below is a 2-piece molecular cluster, C9H14 overall, with properties calculated with the ωB97M-V functional and the def2-TZVPD basis.

Last column: Mulliken spin population.
Cartesian coordinates (Å):
C -2.1541 1.4474 -0.5951  0.03
C -0.0907 -2.1559 -1.3383  0.24
C 0.1956 -1.0287 -2.1763  0.19
C -0.9393 -2.0735 -0.3125  -0.04
C -0.3485 0.2696 -1.9068  -0.02
C -1.6097 -0.8832 -0.1642  0.25
C -1.3361 0.2782 -0.8967  0.24
H 0.3143 -3.1105 -1.6391  0.01
H 0.8888 -1.1395 -2.9153  0.01
H -1.3086 -2.9656 0.2340  0.00
H -0.0012 1.1090 -2.5164  0.00
H -2.3998 -0.9628 0.6544  -0.01
H -3.1812 1.2508 -0.4068  0.02
H -2.0148 2.2776 -1.3049  0.01
H -2.0306 1.9536 0.3104  0.04
C 1.9313 0.7458 1.1490  0.00
C 2.1198 0.6987 2.5781  0.00
H 2.2086 1.6706 0.7471  0.00
H 2.3667 0.0466 0.4633  0.00
H 0.8964 0.4731 0.9636  0.01
H 2.9360 0.0827 2.8857  0.00
H 2.3363 1.6384 3.0973  0.00
H 1.2207 0.3777 3.0894  0.00

Computed properties:
net charge = +1
expectation value of S² = 0.77
multiplicity = 2
Kohn-Sham gap (alpha / beta) = 9.89 / 5.84 eV
LUMO level (alpha / beta) = -4.32 / -8.38 eV



Run Q
Below is a 2-piece molecular cluster, C9H14 overall, with properties calculated with the ωB97M-V functional and the def2-TZVPD basis.

Last column: Mulliken spin population.
Cartesian coordinates (Å):
C 0.9698 -1.3676 1.7006  0.04
C -0.4677 2.0250 0.9906  0.00
C 0.4892 1.0491 1.2210  0.23
C -1.7253 1.6697 0.5071  0.27
C 0.0134 -0.2903 1.4044  0.24
C -2.0408 0.2673 0.4718  0.11
C -1.3229 -0.6861 1.1479  0.04
H -0.0676 3.0165 1.1749  0.00
H 1.4868 1.4538 1.1903  -0.01
H -2.5436 2.3205 0.2345  0.01
H -2.9588 0.0327 -0.0590  0.00
H 1.3326 -1.8788 0.8017  0.04
H 0.6364 -2.0166 2.4949  0.01
H -1.7761 -1.6556 1.2735  0.00
H 1.9098 -0.9365 2.0874  0.01
C 1.2336 0.1819 -1.9963  0.01
C 0.2207 -0.9557 -2.1904  -0.01
H 0.7886 1.0289 -1.4857  0.00
H 2.0714 -0.0879 -1.3249  0.00
H 1.8275 0.5592 -2.8274  0.00
H 0.1105 -1.2324 -3.2407  0.00
H 0.5684 -1.8730 -1.7158  0.00
H -0.7557 -0.6238 -1.8605  0.00

Computed properties:
net charge = +1
expectation value of S² = 0.77
multiplicity = 2
Kohn-Sham gap (alpha / beta) = 10.33 / 6.45 eV
LUMO level (alpha / beta) = -4.35 / -8.18 eV



Run R
Below is a 2-piece molecular cluster, C9H14 overall, with properties calculated with the ωB97M-V functional and the def2-TZVPD basis.

Last column: Mulliken spin population.
Cartesian coordinates (Å):
C -1.1951 2.9362 2.7052  0.00
C -2.0719 1.7018 2.8762  0.00
H -1.6529 3.7298 2.1159  0.00
H -0.9582 3.3005 3.7064  0.00
H -0.2346 2.7439 2.2326  0.00
H -3.0322 1.9835 3.3211  0.00
H -1.6238 0.9856 3.5659  0.00
H -2.3392 1.1767 1.9581  0.00
C 0.5739 0.4001 0.9830  0.04
C -0.4306 -0.8810 -2.3772  0.08
C 0.6275 -1.8111 -2.6069  0.30
C -0.4928 -0.2223 -1.1838  0.09
C 0.5790 -0.3748 -0.2644  0.23
C 1.6491 -2.0418 -1.6636  0.02
C 1.6756 -1.2738 -0.5372  0.13
H -1.1409 -0.7364 -3.1729  0.01
H 0.7031 -2.3277 -3.5625  0.01
H -1.2951 0.4751 -0.9976  0.00
H 2.3936 -2.7992 -1.8399  0.00
H 1.2719 1.2314 0.8121  0.06
H 0.8278 -0.1138 1.9073  0.03
H 2.4620 -1.2970 0.2082  0.00
H -0.3937 0.8842 1.0740  0.00

Computed properties:
net charge = +1
expectation value of S² = 0.77
multiplicity = 2
Kohn-Sham gap (alpha / beta) = 10.22 / 6.41 eV
LUMO level (alpha / beta) = -4.37 / -8.19 eV



Calculated relative energies: run P 119.8; run Q 84.9; run R 0.0, given in kJ/mol



Run P
Below is a 2-piece molecular cluster, C6H13NOS2 overall, with properties calculated with the ωB97M-V functional and the def2-TZVPD basis.

Last column: Mulliken charge in e.
Cartesian coordinates (Å):
C -0.6547 0.9283 1.0001  -0.38
C -1.5048 -0.3320 1.1333  -1.00
C -0.3056 1.2291 -0.4751  -0.85
C -0.9441 -1.4790 0.3860  -0.33
C -0.2082 0.0252 -1.3853  -0.59
C -0.4019 -1.2041 -0.9501  -0.26
N 3.1636 -0.9833 -0.7394  -0.53
O 2.1500 -1.1238 1.3723  -0.57
S 3.4150 1.6871 0.4898  -0.40
S 2.1295 -0.2841 0.1977  0.79
H -1.1511 1.7003 1.6529  0.35
H 0.2346 0.4442 1.4397  0.05
H -1.5523 -0.4002 2.1756  0.44
H -2.5189 -0.2873 0.9545  0.46
H -1.2663 1.7187 -0.8319  0.37
H 0.4789 1.9051 -0.7555  0.44
H 0.0025 -1.8363 0.9266  0.17
H -1.5841 -2.3868 0.4224  0.40
H 0.0752 0.1775 -2.3881  0.45
H 4.6261 1.2172 0.5813  0.12
H -0.3790 -2.0675 -1.6144  0.39
H 3.0102 -2.0217 -0.6897  0.25
H 3.4570 -0.6557 -1.6016  0.23

Computed properties:
net charge = 0
Kohn-Sham gap = 8.70 eV
LUMO level = 0.28 eV



Run Q
Below is C6H13NOS2 in the gas phase, with properties calculated with the ωB97M-V functional and the def2-TZVPD basis.

Last column: Mulliken charge in e.
Cartesian coordinates (Å):
C 0.0533 -1.9760 0.4027  -0.84
C -1.0186 -1.1392 -0.4164  -0.97
C 0.6238 -1.0955 1.4560  -0.69
C -0.4119 0.1669 -1.0002  -0.68
C 1.2077 0.1427 0.7876  -0.95
C 0.0742 0.9423 0.1703  -0.11
N -0.2641 3.3491 -1.2114  -0.58
O 1.6417 1.8572 -1.8968  -0.61
S 2.1185 3.5063 0.5659  -0.37
S 1.0587 2.4147 -0.7317  0.79
H -0.5437 -2.7212 0.7711  0.40
H 0.6967 -2.2213 -0.3509  0.43
H -1.5339 -1.5165 -1.2711  0.38
H -1.7528 -0.9942 0.3248  0.44
H -0.0267 -0.6934 2.1573  0.43
H 1.3568 -1.7117 1.9737  0.33
H 0.4020 -0.2596 -1.7065  0.22
H -1.1705 0.6620 -1.5292  0.54
H 1.9094 0.7996 1.4040  0.35
H 1.8782 -0.0424 0.0245  0.55
H -0.6420 1.4704 0.6945  0.39
H -0.3286 4.2600 -0.7126  0.30
H -0.2832 3.5766 -2.1692  0.25

Computed properties:
net charge = 0
Kohn-Sham gap = 9.49 eV
SMILES = N[S@@](=O)(=S)C1CCCCC1
LUMO level = 0.60 eV



Calculated relative energies: run P 99.2; run Q 0.0, given in kJ/mol



Run P
Below is C2H3Cl2NO2 in the gas phase, with properties calculated with the ωB97M-V functional and the def2-TZVPD basis.

Last column: Mulliken charge in e.
Cartesian coordinates (Å):
C -0.0511 0.1811 2.0811  -0.39
C -0.1865 -0.0457 -1.6763  0.15
N 0.3633 0.0792 0.8591  0.61
O -0.6991 0.1251 -0.3602  -0.35
O 1.5179 0.1829 0.4335  -0.60
Cl -0.9367 1.1386 -2.8455  -0.13
Cl -0.6724 -1.7549 -2.2434  -0.18
H -1.0286 -0.0050 2.4098  0.31
H 0.7300 0.2620 2.8760  0.26
H 0.9631 -0.1633 -1.5342  0.33

Computed properties:
net charge = 0
Kohn-Sham gap = 9.88 eV
SMILES = C=[N+]([O-])OC(Cl)Cl
LUMO level = -0.40 eV



Run Q
Below is a 2-piece molecular cluster, C2H3Cl2NO2 overall, with properties calculated with the ωB97M-V functional and the def2-TZVPD basis.

Last column: Mulliken charge in e.
Cartesian coordinates (Å):
C 0.8774 -0.0679 2.2275  -0.67
C 1.3514 -0.2294 0.9675  0.32
N 2.0997 0.9043 0.2936  0.93
O 2.3347 1.8552 1.0041  -0.56
O 2.3976 0.8065 -0.8969  -0.53
Cl 0.9148 -1.4630 -0.0919  -0.16
Cl -1.2319 -3.6517 -1.4208  -0.19
H 0.1220 -0.6999 2.5166  0.31
H 1.1074 0.7547 2.8393  0.32
H -0.2451 -2.9811 -1.1849  0.23

Computed properties:
net charge = 0
Kohn-Sham gap = 9.80 eV
SMILES = C=C(Cl)[N+](=O)[O-].Cl
LUMO level = -1.07 eV



Calculated relative energies: run P 69.4; run Q 0.0, given in kJ/mol



Run P
Below is CH2FN2O2 as an isolated structure, with properties calculated with the ωB97M-V functional and the def2-TZVPD basis.

Last column: Mulliken charge in e.
Cartesian coordinates (Å):
C 0.9743 -0.1021 -2.0964  0.57
N 0.2317 -0.1535 -0.6132  0.13
N 0.3994 0.7826 0.2514  -0.36
O 0.4597 -0.9574 -2.7809  -0.68
O 1.7623 0.7678 -2.3301  -0.59
F -0.6597 2.1266 0.0655  -0.54
H -0.5765 -0.7808 -0.6567  0.22
H -0.0198 0.6876 1.2580  0.25

Computed properties:
net charge = -1
Kohn-Sham gap = 9.73 eV
LUMO level = 4.46 eV



Run Q
Below is a 3-piece molecular cluster, CH2FN2O2 overall, with properties calculated with the ωB97M-V functional and the def2-TZVPD basis.

Last column: Mulliken charge in e.
Cartesian coordinates (Å):
C 3.0159 0.2722 -0.0994  0.74
N 0.6799 -0.0178 -0.0965  -0.09
N -0.1186 0.6139 0.5975  -0.29
O 3.1039 1.0516 0.7480  -0.39
O 3.3901 -0.4766 -0.9104  -0.47
F -0.7689 2.3437 -0.2922  -0.80
H 0.4959 -0.9051 -0.6870  0.12
H -1.1528 0.3074 0.6701  0.18

Computed properties:
net charge = -1
Kohn-Sham gap = 7.29 eV
LUMO level = 3.73 eV



Calculated relative energies: run P 0.0; run Q 45.6, given in kJ/mol